Below is a cluster of 7 separate species, C34H31Cl4F5O in total, with properties calculated with ωB97M-V with the def2-TZVPD basis set.

```
75
Properties=species:S:1:pos:R:3:mulliken_charge:R:1
Cl 1.209 0.571 -0.777 -0.12
C 0.138 -0.707 -0.177 0.29
Cl -0.040 -1.957 -1.373 -0.07
Cl 0.821 -1.362 1.323 0.01
Cl -1.436 0.004 0.212 -0.15
F -3.400 -3.762 3.132 -0.24
C -3.943 -3.575 1.913 0.34
C -5.245 -3.978 1.695 -0.63
C -5.796 -3.755 0.435 -0.28
C -5.036 -3.186 -0.566 -0.73
C -3.713 -2.822 -0.328 -0.17
C -3.152 -3.028 0.925 -0.08
H -5.838 -4.396 2.496 0.43
H -6.817 -4.058 0.250 0.36
H -5.458 -3.030 -1.552 0.38
H -3.126 -2.398 -1.132 0.39
H -2.149 -2.700 1.162 0.26
F 0.057 -0.870 5.224 -0.32
C 0.117 -2.214 5.350 0.20
C -0.253 -2.986 4.273 -0.03
C -0.181 -4.361 4.372 -0.51
C 0.237 -4.947 5.560 -0.57
C 0.619 -4.146 6.626 -0.34
C 0.543 -2.762 6.535 -0.52
H -0.586 -2.490 3.371 0.53
H -0.348 -4.986 3.504 0.38
H 0.238 -6.024 5.667 0.38
H 1.003 -4.588 7.536 0.36
H 0.832 -2.145 7.375 0.44
F 4.686 -0.776 5.721 -0.33
C 4.211 0.249 4.983 0.34
C 3.537 -0.021 3.812 -0.45
C 3.081 1.026 3.036 0.08
C 3.298 2.329 3.435 -0.71
C 3.933 2.584 4.643 -0.30
C 4.396 1.537 5.432 -0.51
H 3.312 -1.040 3.514 0.46
H 2.529 0.840 2.127 0.16
H 2.965 3.117 2.772 0.49
H 4.084 3.604 4.974 0.37
H 4.848 1.719 6.399 0.42
F -1.355 -1.199 -4.075 -0.20
C -0.866 -0.830 -5.279 0.50
C 0.378 -0.249 -5.333 -0.45
C 0.885 0.123 -6.577 -0.32
C 0.133 -0.106 -7.719 -0.69
C -1.110 -0.723 -7.641 -0.33
C -1.619 -1.097 -6.411 -0.63
H 0.955 -0.135 -4.423 0.56
H 1.853 0.603 -6.617 0.41
H 0.500 0.249 -8.676 0.37
H -1.610 -0.938 -8.575 0.37
H -2.554 -1.640 -6.349 0.42
F 3.987 2.987 -4.092 -0.33
C 2.676 3.213 -4.321 0.21
C 1.743 2.338 -3.811 -0.31
C 0.399 2.562 -4.082 -0.05
C 0.012 3.641 -4.869 -1.06
C 0.970 4.539 -5.326 -0.41
C 2.311 4.332 -5.050 -0.50
H 2.059 1.515 -3.185 0.40
H -0.354 1.873 -3.717 0.72
H -1.036 3.791 -5.089 0.46
H 0.663 5.369 -5.950 0.39
H 3.083 5.021 -5.370 0.44
C -0.824 3.507 2.159 -1.07
C -0.022 3.576 0.881 0.71
C -0.739 3.780 -0.420 -0.60
O 1.181 3.443 0.901 -0.50
H -0.720 4.453 2.694 0.34
H -0.484 2.680 2.775 0.25
H -1.894 3.399 1.959 0.34
H -0.261 3.147 -1.168 -0.11
H -0.736 4.812 -0.763 0.38
H -1.782 3.454 -0.355 0.30
```

Calculated values
Relative energy (zero: lowest compared OMol25 entry of this formula, charge and spin): 0.000 eV
Structure (SMILES): ClC(Cl)(Cl)Cl.Fc1ccccc1.Fc1ccccc1.Fc1ccccc1.Fc1ccccc1.Fc1ccccc1.CC(C)=O
E_HOMO: -8.92 eV

***

Below is a structure of composition C19H14AsCl2N5PtS5 at a distorted geometry, with properties calculated with ωB97M-V with the def2-TZVPD basis set.

```
47
Properties=species:S:1:pos:R:3:mulliken_charge:R:1
Pt 0.248 0.036 0.390 0.95
N 1.888 1.244 3.038 -0.45
C -5.098 -0.692 4.309 -0.28
S 1.416 -0.241 2.392 0.12
N -6.154 -0.407 4.722 -0.65
N -1.833 -0.795 1.174 -0.83
C -2.819 -0.743 0.353 0.83
C -4.153 -1.361 0.562 -0.32
C -5.294 -0.564 0.574 -0.24
C -6.537 -1.129 0.787 -0.72
C -6.653 -2.496 0.979 -0.41
C -5.521 -3.296 0.959 -0.74
C -4.272 -2.733 0.751 -0.12
C -2.546 -0.071 -0.925 0.74
C -3.507 0.008 -1.936 -0.59
C -3.219 0.661 -3.113 -0.58
C -1.973 1.245 -3.280 -0.86
C -1.056 1.114 -2.256 0.14
N -1.324 0.459 -1.122 0.05
H 1.073 1.852 3.052 0.29
H 2.606 1.657 2.434 0.16
H -5.196 0.511 0.479 0.52
H -7.409 -0.494 0.852 0.35
H -7.623 -2.933 1.177 0.35
H -5.601 -4.364 1.122 0.39
H -3.390 -3.361 0.728 0.61
H -4.468 -0.458 -1.775 0.39
H -3.964 0.713 -3.898 0.43
H -1.692 1.771 -4.181 0.42
H -0.048 1.500 -2.288 -0.01
S 3.985 1.652 0.456 -0.46
As 2.217 1.372 -0.576 0.45
S 3.087 -1.280 2.313 -0.35
S 0.502 2.377 0.362 -0.52
S 2.353 1.168 -2.653 -0.51
Cl -2.168 -1.539 2.834 0.16
C -1.512 -2.973 2.800 -0.63
C -1.622 -4.269 3.103 0.18
C -0.908 -5.382 2.554 -0.48
C 0.101 -5.438 1.619 -0.28
C 0.773 -4.516 0.809 0.07
Cl 2.156 -5.101 -0.121 -0.31
C 0.507 -3.184 0.549 0.50
N 0.332 -2.076 0.252 -0.60
H -2.296 -4.526 3.930 0.35
H -1.137 -6.337 3.014 0.25
H 0.508 -6.439 1.500 0.25
```

Calculated values
Relative energy (zero: lowest compared OMol25 entry of this formula, charge and spin): 8.052 eV
Total charge: -2
E_HOMO (alpha / beta): -1.77 / -1.77 eV

***

Below is the ion C4H6NO3 with charge -1, with properties calculated with ωB97M-V with the def2-TZVPD basis set.

```
14
Properties=species:S:1:pos:R:3:mulliken_charge:R:1
C -0.433 -1.738 -0.563 -1.01
C -0.288 -1.067 0.815 -0.48
C 0.415 0.307 0.837 0.48
O 1.204 0.556 1.731 -0.64
N 0.064 1.120 -0.180 -0.12
C 0.544 2.474 -0.562 0.49
O -0.208 2.948 -1.443 -0.77
O 1.570 2.905 -0.048 -0.65
H 0.562 -2.104 -0.827 0.25
H -0.704 -1.068 -1.376 0.35
H -1.095 -2.590 -0.426 0.30
H 0.336 -1.724 1.418 0.29
H -1.217 -0.941 1.362 0.28
H -0.751 0.922 -0.739 0.24
```

Calculated values
Relative energy (zero: lowest compared OMol25 entry of this formula, charge and spin): 0.176 eV
Structure (SMILES): CCC(=O)NC(=O)[O-]
Total charge: -1
E_HOMO: -4.48 eV

***

Below is the ion C4H6NO3PS with charge -2 at a distorted geometry, with properties calculated with ωB97M-V with the def2-TZVPD basis set.

```
16
Properties=species:S:1:pos:R:3:mulliken_charge:R:1
C 1.020 -1.071 -0.081 -1.04
C 0.030 -0.114 -0.785 -0.05
S -1.642 -0.757 -0.931 -0.31
C -2.249 0.534 0.208 -0.73
C -1.252 1.286 0.703 0.02
N -0.045 1.270 0.233 -0.20
P 1.485 2.105 1.035 0.77
O 0.747 3.125 1.888 -0.81
O 2.075 0.937 1.830 -0.79
O 2.249 2.522 -0.235 -0.80
H 1.317 -1.662 -0.889 0.44
H 0.486 -1.575 0.659 0.28
H 1.574 -0.283 0.315 0.26
H 0.200 0.134 -1.835 0.38
H -3.118 0.315 0.790 0.21
H -1.241 2.124 1.393 0.36
```

Calculated values
Relative energy (zero: lowest compared OMol25 entry of this formula, charge and spin): 1.372 eV
Structure (SMILES): C[C@H]1SC=CN1P(=O)([O-])[O-]
Total charge: -2
E_HOMO: 0.53 eV

***

Below is a structure of composition C7H11I2LuN2O5S at a distorted geometry, with properties calculated with ωB97M-V with the def2-TZVPD basis set.

```
29
Properties=species:S:1:pos:R:3:mulliken_charge:R:1
C 4.074 4.327 -1.236 -0.67
I 3.382 2.940 -2.479 -0.69
H 2.454 3.516 -1.028 -0.03
H 3.731 5.109 -1.934 0.19
H 4.682 3.728 -0.562 0.31
C 0.181 -1.985 -2.624 -0.58
C -1.542 -0.776 -1.861 -0.69
N -0.831 -1.935 -1.685 0.46
H 0.589 -0.634 -4.352 0.40
I -3.641 -0.274 -0.986 -0.57
N -1.051 -0.211 -3.008 0.24
H 0.875 -2.832 -2.664 0.38
Lu -1.350 0.274 0.447 1.35
C 0.202 1.163 -1.328 -0.05
O -0.647 1.866 -0.907 -0.34
C 0.038 -0.933 -3.441 -0.29
C -1.555 1.021 -3.621 -0.91
H -1.398 0.934 -4.705 0.35
H -0.999 1.895 -3.258 0.33
H -2.617 1.145 -3.390 0.24
C -1.136 -2.949 -0.674 -0.85
H -0.635 -3.878 -0.991 0.30
H -2.226 -3.094 -0.621 0.30
H -0.745 -2.640 0.310 0.37
O 0.925 0.977 1.752 -0.58
S 0.064 0.189 2.673 1.15
O -1.339 0.864 2.591 -0.72
O -0.286 -1.093 1.834 -0.75
O 0.481 -0.113 4.050 -0.66
```

Calculated values
Relative energy (zero: lowest compared OMol25 entry of this formula, charge and spin): 4.157 eV
Total charge: -2
E_HOMO (alpha / beta): 0.20 / 1.70 eV

***

Below is a cluster of 2 separate species, C4H12NO2 in total at a distorted geometry, with properties calculated with ωB97M-V with the def2-TZVPD basis set.

```
19
Properties=species:S:1:pos:R:3:mulliken_charge:R:1
C 0.970 -0.662 -0.877 -0.69
N 0.626 0.801 -0.580 -0.44
C -0.545 1.121 0.212 -0.40
O -0.561 0.518 1.496 -0.91
C -0.003 -1.333 -1.886 -0.31
C 0.536 -2.734 -2.237 -1.22
H 1.990 -0.776 -1.127 0.45
H 0.821 -1.202 0.033 0.31
H 1.421 1.152 -0.005 0.24
H -0.398 2.206 0.249 0.30
H -1.507 0.755 -0.338 0.17
H -0.032 -0.713 -2.828 0.26
H -1.010 -1.352 -1.480 0.26
H 0.643 -3.337 -1.345 0.35
H -0.210 -3.353 -2.704 0.37
H 1.601 -2.679 -2.588 0.29
H -0.750 2.923 3.060 0.23
H -0.827 1.545 2.536 0.47
O -0.923 2.092 3.419 -0.74
```

Calculated values
Relative energy (zero: lowest compared OMol25 entry of this formula, charge and spin): 1.027 eV
Total charge: -1
E_HOMO: -3.27 eV

***

Below is a cluster of 2 separate species, C2H8NOS in total, with properties calculated with ωB97M-V with the def2-TZVPD basis set.

```
13
Properties=species:S:1:pos:R:3:mulliken_charge:R:1
C 0.115 1.932 -1.824 -0.66
S -0.532 0.211 -1.697 -0.64
H 0.206 2.237 -2.867 0.23
H -0.633 2.578 -1.358 0.20
H 1.045 2.007 -1.270 0.19
N 1.019 -1.306 1.110 -0.69
C -0.392 -1.199 1.567 -0.14
O -0.960 -0.005 1.228 -0.53
H 1.198 -2.295 0.966 0.22
H 1.054 -0.938 0.141 0.24
H -0.985 -2.011 1.129 0.26
H -0.330 -1.319 2.657 0.25
H -0.805 0.109 0.218 0.08
```

Calculated values
Relative energy (zero: lowest compared OMol25 entry of this formula, charge and spin): 0.547 eV
Total charge: -1
E_HOMO: -2.92 eV

***

Below is a cluster of 2 separate species, C14H17NO5S in total, with properties calculated with ωB97M-V with the def2-TZVPD basis set.

```
38
Properties=species:S:1:pos:R:3:mulliken_charge:R:1
C 2.519 0.870 -2.421 -1.42
C 1.181 0.579 -1.768 0.05
O 0.388 1.774 -1.833 -0.42
C -0.947 1.638 -1.885 0.73
C -1.663 2.739 -2.398 -0.41
C -3.039 2.730 -2.466 -0.72
C -3.703 1.584 -2.043 -0.15
C -2.998 0.502 -1.537 -0.06
C -1.621 0.506 -1.426 -0.07
C -3.976 -0.559 -1.175 0.19
O -3.786 -1.555 -0.536 -0.52
N -5.275 -0.147 -1.663 -0.28
C -5.147 1.263 -1.994 0.17
O -6.076 2.012 -2.098 -0.53
H 3.102 1.581 -1.840 0.31
H 3.061 -0.069 -2.540 0.37
H 2.344 1.264 -3.425 0.39
H 1.333 0.320 -0.722 0.09
H 0.691 -0.239 -2.297 0.34
H -1.106 3.605 -2.728 0.46
H -3.593 3.580 -2.842 0.45
H -1.098 -0.341 -1.002 0.72
H -5.527 -0.673 -2.495 0.30
O 3.073 -0.113 1.141 -0.66
S 2.211 -1.182 1.582 1.21
O 1.321 -1.828 0.650 -0.66
C 3.199 -2.410 2.430 -0.76
C 3.201 -1.947 3.884 -0.56
C 1.761 -1.513 4.189 -0.66
C 1.292 -0.630 3.026 -0.68
H 4.184 -2.445 1.971 0.40
H 2.694 -3.369 2.313 0.35
H 3.537 -2.739 4.551 0.35
H 3.879 -1.099 4.001 0.29
H 1.122 -2.395 4.264 0.30
H 1.692 -0.978 5.135 0.33
H 0.231 -0.734 2.815 0.40
H 1.538 0.419 3.181 0.38
```

Calculated values
Relative energy (zero: lowest compared OMol25 entry of this formula, charge and spin): 2.007 eV
Structure (SMILES): CCOc1ccc2c(c1)C(=O)NC2=O.O=S1(=O)CCCC1
E_HOMO: -8.93 eV

***

Below is a cluster of 2 separate species, C5H10N2O2S in total at a distorted geometry, with properties calculated with ωB97M-V with the def2-TZVPD basis set.

```
20
Properties=species:S:1:pos:R:3:mulliken_charge:R:1
C 2.682 0.802 -1.099 0.15
C -2.516 0.380 -1.494 -0.94
C -1.231 0.912 0.851 -1.13
C 0.334 -0.864 0.399 -1.15
C -1.409 -0.286 -1.123 0.18
N -0.542 0.133 -0.162 0.32
N 3.811 0.356 -0.620 0.65
O 4.882 1.042 -1.146 -0.43
O 3.973 -0.682 0.036 -0.67
S 1.293 1.519 -1.050 -0.14
H -3.213 1.043 -0.921 0.23
H -2.971 0.058 -2.396 0.27
H 5.664 0.769 -0.663 0.34
H -1.618 1.996 0.510 0.27
H -2.099 0.489 1.387 0.38
H -0.515 1.009 1.612 0.39
H -0.041 -1.772 0.980 0.26
H 0.906 -1.223 -0.544 0.37
H 1.018 -0.267 0.979 0.44
H -0.982 -1.111 -1.806 0.21
```

Calculated values
Relative energy (zero: lowest compared OMol25 entry of this formula, charge and spin): 6.379 eV
E_HOMO (alpha / beta): -7.92 / -7.92 eV